ORCA calculation (the ωB97M-V functional and the def2-TZVPD basis) on the ion C10H15N2 with charge +1 in a non-equilibrium geometry.

Calculated values
2S+1   1
Electronic energy   -499.22265 a.u.
Net charge   +1
E_HOMO   -12.51 eV

Atoms and positions in Å:
C 4.12 -0.34 -0.28
C 3.07 -1.12 -0.70
C 3.79 0.87 0.27
C 1.75 -0.74 -0.62
C 2.46 1.27 0.41
C 1.33 0.50 0.09
C -0.03 0.98 0.32
C -1.52 -0.93 1.10
C -3.45 -0.39 -0.94
C -1.24 -0.08 -0.13
N -0.38 2.05 0.93
N -2.52 0.64 -0.52
H 5.16 -0.68 -0.32
H 3.31 -2.19 -1.21
H 4.61 1.50 0.64
H 0.91 -1.46 -0.90
H 2.23 2.21 0.88
H -2.46 -0.71 1.61
H -1.70 -1.92 0.80
H -0.72 -0.92 1.83
H -3.61 -1.13 -0.04
H -4.46 -0.09 -1.03
H -3.07 -0.85 -1.83
H -1.00 -0.87 -0.85
H -1.29 2.06 1.42
H -2.29 1.22 -1.22
H -2.99 1.11 0.30

These are the natural (NBO) partial charges, in e, on atoms 1 to 2: C -0.16; C -0.22

***

ORCA calculation (the ωB97M-V functional and the def2-TZVPD basis) on an isolated molecule of C4H8N2 in a non-equilibrium geometry.

Calculated values
2S+1   1
Electronic energy   -266.49826 a.u.
E_HOMO   -6.99 eV

Atoms and positions in Å:
C -1.08 -0.99 -0.43
C -0.36 1.29 -0.27
C 1.12 0.83 -0.33
C 0.49 -1.38 -0.18
H -1.72 -1.71 0.09
H -1.51 -0.69 -1.34
H -0.56 0.12 1.25
H -0.73 2.05 -1.21
H -0.59 2.01 0.52
H 1.71 1.58 0.53
H 2.22 -0.58 0.59
H 0.89 -2.34 0.48
N -1.28 0.21 0.44
N 1.40 -0.40 -0.13

These are the natural (NBO) partial charges, in e, on atoms 1 to 2: C -0.27; C -0.32

***

ORCA calculation (the ωB97M-V functional and the def2-TZVPD basis) on a structure of composition C42H33LiN6O4 in a non-equilibrium geometry.

Calculated values
2S+1   1
Electronic energy   -2257.52828 a.u.
Net charge   -2
E_HOMO   -1.29 eV

Atoms and positions in Å:
Li -0.67 0.29 0.19
C 4.30 -1.79 1.66
C 3.32 -2.40 2.42
C 2.00 -2.43 2.00
C 1.62 -1.83 0.78
C 2.62 -1.20 0.03
C 3.94 -1.19 0.45
N 0.32 -1.74 0.39
C -0.60 -2.66 0.49
C -0.34 -4.08 0.55
C -1.35 -4.99 0.48
C -2.71 -4.58 0.39
C -3.01 -3.25 0.41
C -2.00 -2.27 0.49
N -2.19 -0.95 0.65
N -3.36 -0.50 0.87
C -3.37 0.87 1.05
C -4.51 1.44 1.63
C -4.55 2.80 1.85
C -3.46 3.58 1.48
C -2.38 2.93 0.90
N -2.33 1.63 0.69
H 5.33 -1.75 2.00
H 3.59 -2.85 3.37
H 1.24 -2.87 2.62
H 2.33 -0.70 -0.89
H 4.68 -0.68 -0.15
H 0.69 -4.41 0.59
H -1.12 -6.05 0.47
H -3.49 -5.33 0.30
H -4.04 -2.91 0.36
H -5.33 0.78 1.90
H -5.41 3.25 2.32
H -3.46 4.65 1.63
H -1.50 3.50 0.59
O 2.10 2.12 2.63
C 1.15 1.37 2.33
O 0.64 1.21 1.20
C 0.61 0.57 3.54
C 1.25 0.79 4.79
C 0.80 0.17 5.91
C -0.29 -0.72 5.81
C -0.83 -1.41 6.92
C -1.88 -2.27 6.76
C -2.44 -2.47 5.48
C -1.94 -1.81 4.39
C -0.86 -0.91 4.52
N -0.40 -0.26 3.42
H 2.09 1.48 4.79
H 1.27 0.33 6.88
H -0.38 -1.25 7.90
H -2.29 -2.79 7.62
H -3.26 -3.16 5.36
H -2.36 -1.97 3.41
C 4.26 3.45 -3.02
C 3.72 2.10 -3.42
C 4.62 1.07 -3.70
C 4.16 -0.20 -4.01
C 2.80 -0.44 -4.06
C 1.89 0.57 -3.80
N 0.52 0.23 -3.80
C -0.46 0.87 -4.53
C -0.19 1.35 -5.82
C -1.19 1.87 -6.62
C -2.50 1.91 -6.16
C -2.78 1.45 -4.88
C -1.80 0.95 -4.04
C -2.20 0.62 -2.59
O -3.39 0.77 -2.30
O -1.27 0.30 -1.79
C 2.35 1.86 -3.46
C 1.35 2.91 -3.04
H 5.35 3.47 -3.12
H 4.02 3.67 -1.98
H 3.85 4.25 -3.64
H 5.68 1.26 -3.63
H 4.87 -1.00 -4.19
H 2.42 -1.43 -4.30
H 0.11 -0.03 -2.86
H 0.84 1.31 -6.18
H -0.95 2.24 -7.61
H -3.29 2.30 -6.79
H -3.79 1.50 -4.48
H 0.77 3.27 -3.90
H 1.83 3.76 -2.57
H 0.64 2.48 -2.33

These are the Mulliken partial charges, in e, on atoms 1 to 2: Li 0.97; C -0.58

***

ORCA calculation (the ωB97M-V functional and the def2-TZVPD basis) on an isolated molecule of C25H23NO5 in a non-equilibrium geometry.

Calculated values
2S+1   1
Electronic energy   -1397.38298 a.u.
E_HOMO   -8.21 eV

Atoms and positions in Å:
C 2.20 -2.06 5.85
H 2.94 -2.85 5.67
O 2.56 -0.86 5.21
C 2.66 -0.86 3.85
C 2.44 -1.96 3.03
C 2.56 -1.83 1.66
C 2.89 -0.61 1.07
C 3.12 0.48 1.90
C 3.00 0.37 3.27
H 3.17 1.21 3.92
H 3.39 1.43 1.47
C 3.01 -0.48 -0.42
H 2.96 -1.47 -0.88
H 3.97 -0.02 -0.68
C 1.90 0.40 -1.01
N 0.60 -0.20 -0.86
C 0.13 -1.46 -0.77
O 0.65 -2.54 -0.72
C -1.34 -0.96 -0.82
O -2.31 -1.28 0.12
C -2.10 -1.13 1.47
C -3.25 -1.33 2.24
C -3.19 -1.21 3.62
C -2.00 -0.86 4.24
C -0.87 -0.67 3.47
C -0.90 -0.81 2.09
H 0.01 -0.69 1.53
H 0.07 -0.40 3.94
H -1.95 -0.75 5.31
H -4.08 -1.37 4.20
H -4.16 -1.59 1.74
H -1.79 -1.22 -1.78
C -0.70 0.47 -0.86
C -1.00 1.29 -2.07
C -1.69 2.49 -1.94
C -2.00 3.28 -3.05
C -1.60 2.82 -4.28
C -0.91 1.61 -4.41
C -0.60 0.83 -3.33
H -0.08 -0.10 -3.45
O -0.63 1.40 -5.73
C -1.17 2.50 -6.43
O -1.77 3.39 -5.51
H -0.37 3.02 -6.98
H -1.93 2.15 -7.15
H -2.54 4.21 -2.95
H -1.99 2.83 -0.96
H -0.88 1.04 0.06
H 2.10 0.58 -2.08
H 1.87 1.37 -0.51
H 2.37 -2.68 1.03
H 2.17 -2.92 3.44
H 1.21 -2.41 5.53
H 2.17 -1.83 6.92

These are the natural (NBO) partial charges, in e, on atoms 1 to 2: C -0.25; H 0.18

***

| no. | frontier orbital gap (hartree) |
| --- | --- |
| 1 | 0.33428 |
| 2 | 0.27486 |
| 3 | 0.20849 |
| 4 | 0.32641 |